# 1
The following is a DFT calculation (wB97M-V/def2-TZVPD) of a structure of composition C26H31ClF5IN4O3PRuS3.

Properties
Expectation value of S²   6.02
Frontier orbital gap (alpha / beta)   7.69 / 5.60 eV
HOMO (alpha / beta)   -10.5 / -10.5 eV
Spin multiplicity   5
LUMO (alpha / beta)   -2.8 / -4.9 eV
Net charge   +1

The geometry in XYZ format:
```
76
C26H31ClF5IN4O3PRuS3 | the Open Molecules 2025 dataset | wB97M-V/def2-TZVPD
Ru 0.886 -0.280 0.030
Cl 5.519 -3.631 3.886
C 4.728 -2.535 2.801
C 5.451 -1.882 1.849
C 4.824 -0.994 0.945
I 5.962 -0.014 -0.484
C 3.476 -0.769 0.995
O 2.829 0.071 0.179
C 2.729 -1.436 2.007
N 1.388 -1.150 2.060
C 0.634 -1.744 2.958
C 1.153 -2.656 3.890
C 2.488 -2.945 3.863
C 3.329 -2.326 2.911
H 6.517 -2.048 1.783
H -0.421 -1.493 2.948
H 0.493 -3.122 4.607
H 2.915 -3.650 4.563
C 3.376 3.327 -1.293
N 2.047 2.853 -0.901
C 1.196 2.372 -1.991
C 1.714 2.646 0.364
N 0.743 1.746 0.650
N 2.342 3.320 1.355
C 2.624 4.751 1.240
C 2.346 2.783 2.709
H 3.763 2.647 -2.051
H 4.049 3.304 -0.443
H 3.332 4.334 -1.706
H 1.597 2.769 -2.920
H 0.172 2.720 -1.868
H 1.205 1.282 -2.064
H 0.486 1.806 1.628
H 2.302 5.121 0.272
H 3.686 4.961 1.369
H 2.065 5.283 2.013
H 2.380 1.695 2.681
H 1.478 3.119 3.286
H 3.244 3.135 3.214
F -2.910 -5.861 -2.148
C -1.955 -4.945 -2.032
C -1.469 -4.301 -3.156
F -1.962 -4.593 -4.356
C -0.482 -3.344 -3.017
F -0.053 -2.732 -4.127
C 0.046 -2.990 -1.781
S 1.335 -1.787 -1.698
C -0.447 -3.672 -0.678
F 0.020 -3.413 0.557
C -1.439 -4.628 -0.787
F -1.902 -5.247 0.298
C -3.964 1.564 -3.596
C -2.696 0.796 -3.310
C -2.895 -0.685 -3.115
O -2.008 1.408 -2.148
P -2.210 1.174 -0.622
S -1.413 2.810 0.267
S -1.418 -0.556 0.054
O -3.757 1.142 -0.434
C -4.617 0.780 0.714
C -4.929 -0.696 0.639
C -4.021 1.223 2.027
H -4.374 1.218 -4.545
H -3.765 2.632 -3.677
H -4.707 1.401 -2.817
H -1.969 0.969 -4.101
H -3.581 -0.894 -2.292
H -1.949 -1.182 -2.918
H -3.323 -1.100 -4.028
H -5.516 1.355 0.502
H -4.074 -1.304 0.937
H -5.232 -0.980 -0.368
H -5.758 -0.912 1.315
H -3.098 0.685 2.249
H -4.739 1.000 2.817
H -3.819 2.293 2.040
```

---

# 2
The following is a DFT calculation (wB97M-V/def2-TZVPD) of a structure of composition C19H20F9O2Ru.

Properties
Expectation value of S²   6.04
Frontier orbital gap (alpha / beta)   5.47 / 6.72 eV
HOMO (alpha / beta)   -2.4 / -3.8 eV
Spin multiplicity   5
LUMO (alpha / beta)   3.1 / 2.9 eV
Net charge   -1

The geometry in XYZ format:
```
51
C19H20F9O2Ru | the Open Molecules 2025 dataset | wB97M-V/def2-TZVPD
Ru 0.302 -0.266 0.088
C 0.672 -1.886 1.593
C -0.750 -1.921 1.584
C -1.205 -2.176 0.281
H -1.476 -1.780 2.368
C -0.057 -2.349 -0.573
C 1.128 -2.172 0.256
H 2.184 -2.324 0.028
H 1.408 -1.862 2.394
H -2.274 -2.216 0.068
H -0.042 -2.749 -1.577
C 1.468 1.725 0.783
C 2.217 0.549 0.480
C 2.090 0.309 -0.944
H 2.932 0.057 1.135
C 1.220 1.317 -1.465
C 0.798 2.143 -0.384
H 0.141 3.016 -0.427
H 1.445 2.268 1.722
H 2.658 -0.415 -1.538
H 1.026 1.476 -2.531
O -1.020 -0.055 -1.465
C -0.791 0.246 -4.354
C -2.005 0.447 -3.577
C -0.299 -1.112 -4.610
C -0.155 1.391 -5.031
C -1.774 0.922 -2.122
H -2.561 -0.496 -3.546
H -2.605 1.204 -4.099
H -1.260 1.907 -2.111
H -2.748 1.058 -1.617
H -0.784 -1.556 -5.496
H -0.489 -1.764 -3.747
H 0.781 -1.092 -4.806
H -0.579 1.570 -6.032
H 0.918 1.196 -5.168
H -0.278 2.313 -4.449
F -1.630 2.032 3.254
C -1.374 0.938 4.014
F -1.507 1.318 5.303
F -2.338 0.024 3.701
C -0.025 0.204 3.786
O 0.122 0.240 2.468
C 1.288 0.930 4.210
F 1.591 0.857 5.516
F 2.360 0.411 3.519
F 1.181 2.251 3.882
C -0.005 -1.198 4.603
F -0.247 -0.991 5.933
F -0.898 -2.173 4.214
F 1.245 -1.765 4.489
```

---

# 3
The following is a DFT calculation (wB97M-V/def2-TZVPD) of the molecule C4H3NOS2.

Properties
Frontier orbital gap   9.23 eV
HOMO   -8.8 eV
Spin multiplicity   1
ΔE to the lowest compared entry with this formula, charge and spin   1.549 eV
LUMO   0.5 eV
Structure (SMILES)   c1onc2c1SCS2
Net charge   0

The geometry in XYZ format:
```
11
C4H3NOS2 | the Open Molecules 2025 dataset | wB97M-V/def2-TZVPD
C -1.763 0.897 -0.110
O -2.511 -0.236 -0.079
N -1.688 -1.333 -0.115
C -0.477 -0.853 -0.169
C -0.460 0.572 -0.161
S 1.105 1.338 -0.295
C 1.983 -0.184 0.232
S 1.066 -1.668 -0.296
H -2.319 1.822 -0.092
H 2.092 -0.187 1.321
H 2.971 -0.169 -0.234
```

---

# 4
The following is a DFT calculation (wB97M-V/def2-TZVPD) of a cluster of 3 separate species, C23H48BrO12P3S in total.

Properties
Frontier orbital gap   8.29 eV
HOMO   -8.3 eV
Spin multiplicity   1
LUMO   0.0 eV
Structure (SMILES)   C=CC(=O)OCCCCCC[C@](S)(OC(=O)P(C)CC)[C@@H](Br)CC.COP(=O)(OC)OC.COP(=O)(OC)OC
Net charge   0

The geometry in XYZ format:
```
88
C23H48BrO12P3S | the Open Molecules 2025 dataset | wB97M-V/def2-TZVPD
C -0.946 3.646 3.302
C -1.358 3.026 2.183
C -1.095 3.611 0.856
O -0.803 4.767 0.720
O -1.222 2.749 -0.167
C -0.151 2.797 -1.122
C 0.477 1.410 -1.213
C 1.051 0.999 0.142
C 1.694 -0.385 0.129
C 1.763 -1.102 1.498
C 3.145 -1.068 2.171
C 3.662 0.283 2.686
S 2.337 1.403 3.302
O 4.210 1.031 1.579
C 5.500 0.809 1.222
O 6.000 -0.279 1.119
P 6.457 2.350 0.872
C 5.582 3.139 -0.544
C 8.056 1.808 0.164
C 9.079 2.935 0.310
C 4.660 0.066 3.851
Br 5.451 1.754 4.395
C 3.942 -0.616 5.059
C 3.734 0.209 6.325
H -1.094 4.712 3.435
H -0.428 3.136 4.105
H -1.918 2.100 2.258
H -0.498 3.077 -2.113
H 0.627 3.473 -0.779
H 1.299 1.426 -1.926
H -0.285 0.676 -1.482
H 1.835 1.721 0.388
H 0.327 1.078 0.950
H 1.115 -1.027 -0.538
H 2.713 -0.358 -0.256
H 1.597 -2.157 1.273
H 0.954 -0.809 2.163
H 3.827 -1.483 1.433
H 3.104 -1.802 2.973
H 1.438 0.521 3.748
H 5.027 4.020 -0.239
H 6.318 3.441 -1.288
H 4.903 2.456 -1.052
H 8.405 0.869 0.585
H 7.937 1.617 -0.906
H 8.834 3.773 -0.343
H 9.081 3.317 1.329
H 10.078 2.595 0.049
H 5.436 -0.630 3.552
H 4.528 -1.487 5.349
H 2.965 -0.986 4.764
H 4.650 0.405 6.873
H 3.107 -0.389 6.991
H 3.179 1.125 6.148
C -2.137 -4.731 -4.736
O -2.945 -3.966 -3.835
P -2.589 -4.125 -2.256
O -1.136 -3.852 -2.185
O -2.958 -5.703 -2.155
C -4.156 -6.221 -2.735
O -3.092 -3.858 -0.730
C -3.221 -2.487 -0.287
H -1.489 -4.048 -5.280
H -1.531 -5.471 -4.220
H -2.807 -5.233 -5.434
H -3.885 -7.009 -3.438
H -4.721 -5.460 -3.272
H -4.779 -6.645 -1.949
H -3.933 -1.940 -0.903
H -2.247 -1.995 -0.306
H -3.591 -2.514 0.734
C -7.720 -1.562 -3.761
O -6.925 -0.373 -3.669
P -6.531 0.100 -2.176
O -5.926 -1.053 -1.485
O -8.052 0.397 -1.690
C -8.997 1.052 -2.538
O -5.983 1.416 -1.408
C -4.611 1.788 -1.683
H -7.099 -2.359 -4.165
H -8.120 -1.867 -2.798
H -8.540 -1.356 -4.447
H -9.866 0.403 -2.652
H -8.594 1.264 -3.527
H -9.309 1.984 -2.069
H -4.468 1.990 -2.743
H -3.934 0.996 -1.363
H -4.394 2.691 -1.121
```

---

# 5
The following is a DFT calculation (wB97M-V/def2-TZVPD) of a cluster of 2 separate species, C5H13NO2 in total.

Properties
Frontier orbital gap   10.59 eV
HOMO   -9.7 eV
Spin multiplicity   1
ΔE to the lowest compared entry with this formula, charge and spin   0.365 eV
LUMO   0.9 eV
Structure (SMILES)   CCCNC(C)=O.O
Net charge   0

The geometry in XYZ format:
```
21
C5H13NO2 | the Open Molecules 2025 dataset | wB97M-V/def2-TZVPD
C 1.791 -1.427 -0.696
C 0.842 -1.753 0.453
C -0.591 -1.209 0.238
N -0.635 0.145 -0.297
C -0.780 1.259 0.460
C -1.574 1.228 1.743
O -0.319 2.342 0.111
H 2.316 -0.499 -0.504
H 2.588 -2.159 -0.796
H 1.266 -1.368 -1.650
H 0.726 -2.827 0.581
H 1.208 -1.288 1.369
H -1.195 -1.842 -0.396
H -1.052 -1.210 1.215
H -0.096 0.327 -1.135
H -2.348 1.997 1.669
H -0.894 1.574 2.521
H -2.029 0.303 2.074
O 0.505 1.916 -2.533
H 0.608 2.190 -1.608
H -0.339 2.302 -2.819
```

---

# 6
The following is a DFT calculation (wB97M-V/def2-TZVPD) of a structure of composition C22H40Cl14Mg2O8.

Properties
Frontier orbital gap   9.73 eV
HOMO   -9.8 eV
Spin multiplicity   1
LUMO   -0.1 eV
Net charge   0

The geometry in XYZ format:
```
86
C22H40Cl14Mg2O8 | the Open Molecules 2025 dataset | wB97M-V/def2-TZVPD
Mg -2.122 -21.192 -14.809
Mg -1.890 -18.303 -16.589
C -0.363 -17.891 -12.530
C -0.983 -18.667 -13.658
O -1.148 -19.920 -13.588
O -1.290 -18.097 -14.728
H 0.195 -17.013 -12.856
H 0.367 -18.505 -12.004
H -1.084 -17.571 -11.777
C 0.155 -21.549 -18.428
C -0.449 -20.643 -17.376
O -0.899 -19.518 -17.787
O -0.635 -20.980 -16.215
H -0.009 -21.129 -19.421
H -0.312 -22.529 -18.334
H 1.225 -21.592 -18.226
C -5.695 -19.751 -16.373
C -4.223 -19.329 -16.422
O -3.801 -18.272 -16.864
O -3.248 -20.004 -15.969
H -5.896 -20.387 -17.235
H -6.324 -18.869 -16.492
H -5.892 -20.209 -15.404
C -3.932 -24.284 -13.358
C -3.174 -23.066 -13.880
O -2.211 -23.171 -14.650
O -3.522 -21.882 -13.601
H -4.011 -25.071 -14.108
H -4.907 -24.062 -12.923
H -3.457 -24.717 -12.477
Cl -1.614 -25.892 -17.749
C -3.275 -25.945 -18.303
C -4.114 -24.684 -17.816
Cl -3.192 -23.158 -18.091
H -3.680 -26.923 -18.044
H -3.337 -25.978 -19.391
H -4.135 -24.653 -16.727
H -5.146 -24.636 -18.164
Cl 1.320 -15.641 -15.934
C 2.542 -16.658 -16.736
C 3.260 -17.627 -15.877
Cl 2.080 -18.952 -15.310
H 3.279 -15.914 -17.040
H 2.132 -17.172 -17.605
H 3.537 -17.218 -14.905
H 4.113 -18.133 -16.329
Cl 3.269 -24.009 -13.989
C 1.920 -23.137 -14.824
C 1.110 -24.063 -15.750
Cl 2.035 -24.752 -17.130
H 2.373 -22.346 -15.422
H 1.176 -22.867 -14.075
H 0.322 -23.448 -16.185
H 0.682 -24.873 -15.160
Cl -5.623 -19.551 -12.750
C -5.638 -20.788 -11.461
C -6.034 -20.114 -10.093
Cl -6.150 -21.150 -8.638
H -4.617 -21.147 -11.327
H -6.270 -21.612 -11.793
H -7.012 -19.644 -10.191
H -5.322 -19.300 -9.954
Cl -2.698 -19.997 -9.399
C -2.723 -21.574 -8.605
C -2.888 -22.760 -9.644
Cl -2.510 -24.235 -8.745
H -3.630 -21.459 -8.012
H -1.793 -21.533 -8.039
H -2.316 -22.602 -10.558
H -3.901 -22.913 -10.018
Cl -4.138 -15.781 -14.616
C -4.162 -16.218 -12.853
C -3.702 -14.955 -12.049
Cl -4.957 -13.675 -12.109
H -3.430 -17.016 -12.734
H -5.088 -16.710 -12.555
H -2.837 -14.604 -12.611
H -3.476 -15.246 -11.023
Cl 3.357 -23.034 -10.956
C 2.511 -21.476 -11.255
C 0.959 -21.661 -10.898
Cl 0.641 -22.352 -9.292
H 2.493 -21.349 -12.338
H 3.149 -20.797 -10.690
H 0.501 -22.385 -11.572
H 0.389 -20.732 -10.902
```

---

Number 1: F_max 0.545 eV Å⁻¹. Number 2: F_max 2.489 eV Å⁻¹. Number 3: F_max 0.745 eV Å⁻¹. Number 4: F_max 5.576 eV Å⁻¹. Number 5: F_max 0.920 eV Å⁻¹. Number 6: F_max 5.242 eV Å⁻¹.